Molecular formula: C7H20BrNO2S
Method: DFT, wB97M-V/def2-TZVPD

Geometry as XYZ:
```
32
Properties=species:S:1:pos:R:3:forces:R:3
C 12.848000 1.151000 52.653000 4.1 0.9 -0.3
N 12.405000 2.354000 51.787000 -1.2 -1.0 0.8
C 11.469000 1.946000 50.627000 1.4 -1.0 -4.5
C 11.556000 3.261000 52.572000 -3.9 0.1 -2.1
C 13.562000 3.076000 51.202000 0.6 0.3 3.9
C 14.651000 3.649000 52.156000 -4.1 4.5 1.9
O 15.508000 4.410000 51.429000 2.0 0.5 -1.8
H 13.554000 0.527000 51.962000 -1.3 1.0 1.6
H 12.040000 0.637000 52.973000 -3.0 -1.9 0.1
H 13.328000 1.322000 53.760000 -0.6 0.7 -3.1
H 11.218000 2.810000 49.885000 0.6 -0.5 2.0
H 10.520000 1.466000 50.861000 0.3 0.1 1.0
H 11.986000 1.219000 49.786000 -0.7 1.5 2.7
H 10.960000 4.023000 52.016000 1.6 0.0 -0.7
H 11.939000 3.686000 53.389000 2.5 1.5 2.9
H 10.641000 2.818000 52.939000 0.1 -1.5 0.2
H 13.108000 3.842000 50.760000 -1.4 3.2 -2.7
H 14.081000 2.432000 50.618000 1.2 -1.9 -2.4
H 15.027000 2.849000 52.633000 2.2 -2.6 1.8
H 14.287000 4.453000 52.998000 -0.2 -2.5 -1.6
H 15.689000 5.303000 51.772000 -0.5 -0.9 -0.1
Br 10.685000 5.655000 49.115000 0.2 -0.5 0.4
C 9.738000 8.675000 44.450000 -2.6 -1.2 2.4
S 10.061000 7.004000 43.955000 3.4 0.0 -1.6
O 11.545000 7.113000 43.469000 -2.4 -0.7 1.0
C 9.913000 6.162000 45.542000 -4.1 5.9 0.5
H 10.063000 8.753000 45.507000 -0.7 0.0 -0.3
H 8.604000 8.793000 44.301000 1.9 0.6 0.3
H 10.429000 9.276000 43.963000 0.6 1.2 -1.7
H 10.292000 5.267000 45.423000 1.4 -4.8 -0.4
H 8.732000 6.281000 45.642000 2.3 -1.0 0.1
H 10.338000 6.692000 46.398000 0.2 -0.1 -0.2
```
Forces are in eV/Å.

For the strongest force on any atom, the calculation gives 7.21 eV/A. Its charge is 0. The energy comes out at -3455.9114 a.u.